{
  "formula": "C55H50AsBrN5O7PSTa",
  "method": "ωB97M-V with the def2-TZVPD basis set",
  "symbols": ["Ta", "O", "C", "C", "C", "C", "C", "C", "C", "O", "N", "N", "C", "C", "Br", "C", "C", "C", "C", "C", "C", "C", "H", "H", "H", "H", "H", "H", "H", "H", "H", "H", "H", "H", "H", "H", "C", "C", "N", "C", "C", "N", "C", "O", "O", "C", "O", "O", "H", "H", "H", "H", "H", "O", "H", "H", "S", "C", "N", "C", "C", "C", "C", "C", "C", "H", "H", "H", "H", "H", "C", "C", "As", "C", "C", "C", "C", "C", "C", "C", "C", "C", "C", "C", "C", "P", "C", "C", "C", "C", "C", "C", "C", "C", "C", "C", "C", "C", "H", "H", "H", "H", "H", "H", "H", "H", "H", "H", "H", "H", "H", "H", "H", "H", "H", "H", "H", "H", "H", "H", "H", "H"],
  "xyz": [[0.274476, 0.094997, -0.342226], [4.933063, 3.098232, -1.647574], [5.131007, 1.763045, -1.783137], [6.246630, 1.236657, -2.424894], [6.404826, -0.130438, -2.541287], [5.451780, -0.990127, -2.013573], [4.339935, -0.475261, -1.372375], [4.163223, 0.900103, -1.257652], [2.983824, 1.506408, -0.523555], [1.749841, 0.980157, -0.805477], [3.174513, 1.289928, 0.916674], [2.047659, 1.130351, 1.616081], [2.010324, 1.245038, 2.895764], [0.836318, 0.927230, 3.634166], [-0.497045, -0.064164, 2.554940], [0.571648, 1.188430, 4.931420], [1.364438, 1.980125, 5.838638], [2.214120, 3.031385, 5.456998], [2.941442, 3.721314, 6.406457], [2.836390, 3.389846, 7.751063], [1.982203, 2.370397, 8.147823], [1.241240, 1.686893, 7.207221], [5.667470, 3.588084, -2.041945], [6.994349, 1.900948, -2.828799], [7.275873, -0.528222, -3.038243], [5.583825, -2.058392, -2.093090], [3.580793, -1.135841, -0.968946], [2.978926, 2.592077, -0.743649], [3.952327, 1.781437, 1.348832], [2.885855, 1.536152, 3.475062], [-0.316847, 0.750296, 5.364996], [2.258599, 3.356037, 4.427853], [3.591402, 4.529577, 6.108403], [3.408762, 3.931748, 8.486605], [1.889761, 2.110666, 9.190722], [0.575416, 0.897151, 7.518065], [3.297676, -3.064813, 1.333987], [1.859341, -3.300226, 1.102674], [1.015071, -2.445303, 0.550197], [-0.216312, -3.065491, 0.544721], [-0.103308, -4.316254, 1.116669], [1.210229, -4.431249, 1.455670], [-1.046191, -5.452184, 1.445738], [-2.290476, -5.342308, 1.054988], [-0.598037, -6.383530, 2.049828], [-1.373409, -2.348860, 0.014805], [-2.498010, -2.809647, -0.035650], [-1.045036, -1.141855, -0.356609], [3.593852, -2.108832, 0.912009], [3.890137, -3.865302, 0.894645], [3.505306, -3.055690, 2.402021], [1.570670, -5.257667, 1.924322], [-2.537862, -4.515556, 0.587503], [-2.921026, -0.023969, 0.838530], [-3.318194, -0.841939, 0.507200], [-3.453385, 0.225844, 1.602059], [2.020838, -1.546860, -4.681034], [1.731146, -0.645007, -3.271823], [0.567108, -0.801738, -2.694558], [-0.227753, -1.684636, -3.401284], [-1.552989, -2.047086, -3.145463], [-2.177000, -2.933547, -3.996398], [-1.513507, -3.475503, -5.098228], [-0.213661, -3.114180, -5.385177], [0.416187, -2.212443, -4.540605], [2.480572, 0.019139, -2.880089], [-2.094241, -1.629467, -2.312070], [-3.196927, -3.218648, -3.794397], [-2.025221, -4.173973, -5.740101], [0.303396, -3.517724, -6.240970], [-0.353806, 3.802401, -1.100591], [0.593957, 4.426662, -0.104221], [1.119367, 6.302854, -0.638209], [1.224917, 6.112907, -2.597105], [0.209276, 6.521435, -3.454196], [0.388121, 6.452789, -4.825766], [1.581819, 5.989742, -5.354501], [2.595973, 5.574003, -4.505428], [2.421209, 5.644194, -3.134435], [-0.597843, 7.209896, -0.430221], [-0.666734, 8.510785, -0.935019], [-1.822474, 9.258533, -0.810593], [-2.919582, 8.727058, -0.147747], [-2.856661, 7.443494, 0.373808], [-1.699234, 6.694855, 0.247645], [-1.310182, 2.284868, -0.592596], [-2.209202, 2.721694, 0.932460], [-3.603756, 2.693223, 0.959323], [-4.279872, 3.017887, 2.122586], [-3.577492, 3.392405, 3.258656], [-2.190908, 3.387715, 3.245667], [-1.504605, 3.026374, 2.098616], [-2.454271, 2.251520, -2.006794], [-2.296789, 1.307864, -3.015547], [-3.097536, 1.354896, -4.143997], [-4.056055, 2.347849, -4.273352], [-4.197397, 3.309355, -3.284027], [-3.393826, 3.274086, -2.158920], [0.176962, 3.537807, -2.022151], [-1.134615, 4.523862, -1.374476], [1.492646, 3.822626, 0.023110], [0.133576, 4.543829, 0.876027], [-0.719580, 6.910500, -3.055635], [-0.400907, 6.784160, -5.483806], [1.730568, 5.972763, -6.423421], [3.533108, 5.227971, -4.914373], [3.226493, 5.356477, -2.466596], [0.202229, 8.933006, -1.429770], [-1.863635, 10.260205, -1.209726], [-3.812737, 9.318315, -0.018526], [-3.707042, 7.028545, 0.895954], [-1.670057, 5.706110, 0.691421], [-4.154180, 2.387607, 0.081960], [-5.357654, 2.970563, 2.140905], [-4.110259, 3.662849, 4.156391], [-1.641905, 3.651569, 4.135344], [-0.424144, 2.962438, 2.117463], [-1.537035, 0.547249, -2.914153], [-2.976234, 0.612218, -4.917489], [-4.679755, 2.384466, -5.151385], [-4.931018, 4.093424, -3.390033], [-3.500761, 4.038714, -1.402916]],
  "atomic_forces_ev_per_a": [[0.4, 0.8, 1.2], [0.1, 0.1, 0.0], [-0.1, -0.2, -0.1], [0.0, 0.0, 0.0], [-0.1, 0.2, 0.1], [-0.2, -0.3, 0.1], [0.1, 0.1, 0.0], [-0.3, 0.4, -0.1], [2.3, 1.3, 0.3], [1.5, 0.3, -1.5], [0.3, -0.3, -0.1], [-1.0, -0.4, 0.1], [0.4, 0.0, -0.7], [-0.8, -0.4, 0.0], [0.6, 0.5, 0.1], [-0.3, -0.4, -0.8], [0.3, 0.3, 0.5], [-0.1, -0.1, 0.0], [0.1, 0.0, 0.0], [-0.1, -0.1, -0.1], [0.0, 0.0, 0.1], [0.0, 0.0, -0.3], [-0.1, 0.0, 0.1], [0.1, 0.1, -0.1], [0.1, 0.0, 0.0], [0.0, -0.1, 0.0], [0.0, -0.1, 0.0], [-0.3, -0.5, -0.1], [-0.1, 0.0, -0.1], [0.0, 0.0, -0.1], [-0.2, -0.1, 0.0], [0.0, 0.0, -0.1], [0.0, 0.1, -0.1], [0.1, 0.1, 0.1], [0.0, 0.0, 0.1], [-0.1, -0.1, 0.1], [0.1, -0.1, 0.1], [0.1, 0.4, 0.0], [-0.2, 0.8, -0.4], [0.1, -0.4, 0.2], [-0.4, 0.3, -0.2], [-0.4, 0.1, -0.1], [0.5, 0.3, 0.0], [-0.6, -0.1, -0.1], [0.0, 0.0, -0.1], [-0.9, -3.2, 1.0], [0.6, 0.9, -0.2], [-1.6, -0.7, -0.9], [0.0, 0.0, 0.0], [0.1, 0.0, -0.1], [0.1, 0.0, 0.1], [0.1, 0.0, -0.1], [0.4, -0.1, 0.2], [-0.3, -0.3, 0.1], [-0.1, 0.0, 0.0], [-0.2, 0.1, 0.0], [-0.4, 0.2, 0.4], [0.4, 0.0, -0.4], [-0.1, 1.1, 2.2], [-0.4, -0.7, -0.8], [0.1, 0.1, 0.1], [0.1, 0.0, 0.1], [0.1, 0.0, 0.0], [0.0, -0.1, -0.1], [0.0, 0.3, 0.4], [0.1, 0.0, 0.0], [-0.1, 0.0, -0.1], [-0.1, 0.0, 0.0], [-0.1, -0.1, -0.1], [0.0, -0.1, -0.1], [0.3, -0.3, 0.2], [-0.2, 0.3, -0.1], [0.4, -0.1, 0.1], [-0.2, 0.0, 0.4], [-0.1, -0.1, 0.1], [0.0, 0.1, -0.1], [0.0, 0.0, 0.0], [0.0, 0.0, -0.1], [0.0, -0.1, 0.3], [0.0, -0.1, -0.1], [0.3, -0.3, -0.1], [-0.1, 0.0, 0.1], [0.0, -0.1, 0.0], [-0.1, 0.2, 0.1], [0.2, -0.2, -0.2], [-0.2, 0.9, -0.3], [0.2, -0.3, -0.1], [0.1, 0.0, -0.1], [0.0, 0.0, -0.1], [0.1, -0.1, 0.0], [0.0, 0.0, 0.0], [0.0, 0.1, -0.2], [0.1, -0.4, 0.2], [0.0, 0.1, 0.3], [0.0, -0.1, 0.0], [0.1, -0.1, 0.0], [0.0, 0.0, 0.0], [0.1, 0.0, 0.2], [-0.1, 0.0, 0.0], [-0.1, -0.2, 0.0], [0.1, 0.1, 0.0], [0.1, 0.1, 0.0], [0.0, 0.0, 0.0], [-0.1, 0.0, -0.1], [0.0, 0.0, -0.1], [0.1, 0.0, 0.0], [0.1, 0.0, 0.0], [-0.1, 0.1, 0.0], [0.0, 0.1, 0.0], [-0.1, 0.0, 0.0], [-0.1, 0.0, 0.1], [0.0, -0.1, 0.0], [-0.1, 0.0, 0.0], [-0.1, 0.1, 0.0], [0.0, 0.0, 0.1], [0.1, 0.0, 0.1], [0.0, 0.1, 0.0], [0.0, -0.1, -0.1], [0.0, -0.1, -0.1], [-0.1, 0.0, -0.1], [-0.1, 0.1, 0.0], [0.0, 0.1, 0.0]],
  "mulliken_charge": [0.4915, -0.5676, 1.3358, -0.6055, -0.8142, -1.4264, 0.1987, -1.6612, 0.7433, -0.1824, -0.5067, 0.5725, -0.9213, 0.2240, 0.1203, -0.6444, 0.6339, -0.3067, -0.8502, -0.4403, -0.6787, -0.5340, 0.3776, 0.3838, 0.4514, 0.5197, 0.8152, 0.5019, 0.3696, 0.8839, 0.4326, 0.6530, 0.4192, 0.4262, 0.4241, 0.3951, -1.0280, -0.0239, 0.2530, -0.6712, -0.3294, -0.0109, 0.5604, -0.5110, -0.5320, 1.3940, -0.9257, 1.7079, -0.0100, 0.4466, 0.3783, 0.2747, 0.3736, -0.3811, 0.1005, 0.2541, -0.2015, -0.2681, 0.4974, -0.7134, 0.2130, -1.5329, -0.7868, -0.5621, 0.2997, 0.3864, 0.9804, 0.5340, 0.4822, 0.4911, -0.5765, -0.7644, 0.4208, 0.1121, 0.2178, -0.8011, -0.5420, -0.7071, -0.3238, -0.0173, -0.4661, -0.6156, -0.6047, -0.6655, 0.1907, 0.8608, 1.6065, -1.0146, -0.8794, -1.0740, -1.2360, -0.9694, 0.5266, -0.2464, -0.5532, -0.9022, -1.0829, -0.6258, 0.7193, 0.8441, -0.3607, 0.5105, 0.3955, 0.4453, 0.4341, 0.4418, 0.3825, 0.4393, 0.4248, 0.4130, 0.4657, 0.3297, 0.6208, 0.5648, 0.5191, 0.6477, 0.9044, 0.1021, 0.5529, 0.4544, 0.5213, 0.5878],
  "homo_energy_ev": -13.913,
  "de_lowest_kj_mol": 205.0,
  "total_charge": 3,
  "total_energy_ha": -8531.85559
}